No. 1
DFT (wB97M-V/def2-TZVPD) results for a structure of composition C12H41B2N3O3Pt in a non-equilibrium geometry.

Values from the calculation:
⟨S²⟩	2.004
HOMO-LUMO gap (alpha / beta)	6.850 / 7.907	eV
spin multiplicity	3
LUMO (alpha / beta)	0.12 / 0.10	eV

Cartesian coordinates (Å):
Pt1 -1.25 0.01 0.58
B1 -3.37 0.86 0.23
H1 -3.15 0.95 1.29
H2 -2.76 1.57 -0.31
H3 -3.12 -0.11 -0.18
H4 -4.39 1.08 -0.04
B2 -1.62 -2.40 0.54
H5 -1.77 -3.46 0.44
H6 -1.32 -2.00 -0.42
H7 -2.54 -1.90 0.80
H8 -0.93 -2.17 1.34
C1 0.31 3.43 3.02
C2 -0.11 1.99 2.51
C3 -1.15 1.34 3.38
O1 -1.54 0.07 2.84
C4 -2.23 -0.82 3.73
N1 -0.57 2.12 1.17
H9 1.04 4.00 2.45
H10 0.86 3.41 3.96
H11 -0.52 4.13 3.13
H12 0.76 1.33 2.44
H13 -2.02 1.98 3.56
H14 -0.73 1.14 4.37
H15 -1.90 -0.78 4.77
H16 -2.26 -1.88 3.48
H17 -3.26 -0.47 3.78
H18 -1.34 2.76 1.31
H19 0.12 2.68 0.70
C5 -2.01 -0.63 -3.09
C6 -0.60 -0.43 -2.56
C7 0.32 0.13 -3.72
O2 1.59 0.54 -3.18
C8 2.48 0.91 -4.13
N2 -0.57 0.62 -1.56
H20 -2.75 -0.86 -2.33
H21 -2.04 -1.38 -3.88
H22 -2.35 0.25 -3.64
H23 -0.21 -1.35 -2.14
H24 -0.21 1.02 -4.04
H25 0.39 -0.63 -4.50
H26 2.79 0.04 -4.71
H27 3.38 1.40 -3.74
H28 1.98 1.51 -4.90
H29 -1.11 1.39 -1.93
H30 0.34 1.04 -1.71
C9 2.57 0.81 0.03
C10 2.07 -0.63 0.01
C11 3.18 -1.66 0.48
O3 2.73 -3.04 0.44
C12 2.19 -3.54 -0.79
N3 0.92 -0.66 0.92
H31 2.82 1.09 1.06
H32 1.83 1.53 -0.32
H33 3.45 0.95 -0.60
H34 1.78 -0.86 -1.02
H35 3.68 -1.51 1.44
H36 3.96 -1.52 -0.26
H37 2.76 -3.32 -1.69
H38 1.18 -3.19 -0.98
H39 2.16 -4.63 -0.68
H40 1.30 -0.58 1.85
H41 0.75 -1.65 1.02



No. 2
DFT (wB97M-V/def2-TZVPD) results for a cluster of 2 separate species, C2HCl2NO in total in a non-equilibrium geometry.

Values from the calculation:
HOMO-LUMO gap	10.649	eV
spin multiplicity	1
SMILES	N#CC(=O)Cl.Cl
LUMO	-1.16	eV

Cartesian coordinates (Å):
N1 1.12 0.69 -2.53
C1 0.90 0.03 -1.61
C2 0.60 -0.53 -0.32
O1 -0.42 -0.80 0.14
Cl1 2.12 -0.60 0.68
Cl2 -2.44 1.11 1.63
H1 -1.87 0.11 2.02



No. 3
DFT (wB97M-V/def2-TZVPD) results for the molecule C19H28N4O2.

Values from the calculation:
HOMO-LUMO gap	9.476	eV
spin multiplicity	1
SMILES	C=C(C)c1cccc(C(C)(C)NC(=O)N2CCN(CC(N)=O)CC2)c1
LUMO	0.57	eV

Cartesian coordinates (Å):
C1 -2.77 -2.94 0.87
C2 -3.66 -2.13 0.29
C3 -4.84 -2.68 -0.46
C4 -3.53 -0.67 0.36
C5 -4.66 0.15 0.44
C6 -4.51 1.53 0.51
C7 -3.25 2.11 0.48
C8 -2.12 1.32 0.38
C9 -0.71 1.89 0.35
C10 -0.08 1.65 1.73
C11 -0.67 3.38 0.02
N1 0.03 1.14 -0.66
C12 1.36 1.26 -0.89
O1 2.09 2.00 -0.25
N2 1.83 0.49 -1.95
C13 1.35 -0.87 -2.08
C14 1.83 -1.69 -0.86
N3 2.93 -0.97 -0.25
C15 3.48 -1.58 0.94
C16 4.28 -0.58 1.78
N4 3.90 0.70 1.64
O2 5.16 -0.95 2.53
C17 3.91 -0.60 -1.25
C18 3.28 0.51 -2.12
C19 -2.28 -0.06 0.33
H1 -1.95 -2.56 1.45
H2 -2.87 -4.01 0.82
H3 -4.99 -2.13 -1.39
H4 -4.69 -3.73 -0.68
H5 -5.74 -2.58 0.14
H6 -5.64 -0.28 0.47
H7 -5.39 2.15 0.59
H8 -3.17 3.18 0.53
H9 0.92 2.08 1.76
H10 -0.01 0.58 1.93
H11 -0.69 2.11 2.50
H12 -1.10 3.97 0.82
H13 -1.20 3.59 -0.91
H14 0.37 3.68 -0.10
H15 -0.53 0.73 -1.39
H16 1.78 -1.28 -3.00
H17 0.27 -0.91 -2.17
H18 1.03 -1.77 -0.11
H19 2.11 -2.71 -1.17
H20 2.65 -1.93 1.56
H21 4.12 -2.45 0.72
H22 4.41 1.40 2.16
H23 3.23 1.01 0.95
H24 4.81 -0.24 -0.76
H25 4.19 -1.47 -1.88
H26 3.51 0.37 -3.18
H27 3.63 1.49 -1.80
H28 -1.40 -0.69 0.25



No. 4
DFT (wB97M-V/def2-TZVPD) results for a structure of composition C17H9Cl5F3FeN4O3S in a non-equilibrium geometry.

Values from the calculation:
⟨S²⟩	6.013
HOMO-LUMO gap (alpha / beta)	6.898 / 7.478	eV
net charge	-1
spin multiplicity	5
LUMO (alpha / beta)	2.53 / 2.53	eV

Cartesian coordinates (Å):
Fe1 0.66 1.48 -0.10
Cl1 -0.84 4.42 -5.73
C1 -0.03 4.51 -4.28
C2 0.94 3.56 -3.95
Cl2 1.86 2.79 -5.20
C3 1.18 3.19 -2.67
Cl3 2.09 1.69 -2.33
C4 0.59 3.96 -1.65
O1 0.69 3.51 -0.43
C5 -0.19 5.13 -1.91
Cl4 -0.86 6.13 -0.60
C6 -0.43 5.41 -3.27
Cl5 -1.30 6.82 -3.69
N1 -1.66 -6.66 0.48
C7 -1.22 -5.40 0.39
C8 -0.80 -4.69 1.53
C9 -0.03 -3.52 1.48
C10 0.37 -3.06 0.28
C11 0.00 -3.72 -0.91
C12 -0.95 -4.78 -0.84
S1 1.56 -1.71 0.13
O2 2.71 -1.83 1.00
O3 1.75 -1.58 -1.31
N2 0.80 -0.29 0.67
C13 0.75 0.10 1.98
N3 0.77 1.40 2.05
C14 0.64 2.08 3.20
C15 0.61 1.35 4.41
C16 0.62 -0.02 4.30
N4 0.57 -0.65 3.09
H1 -1.73 -7.05 1.37
H2 -1.78 -7.22 -0.36
H3 -1.04 -5.06 2.57
H4 0.35 -2.90 2.30
H5 0.41 -3.44 -1.84
H6 -1.47 -4.96 -1.76
H7 0.78 3.18 3.15
H8 0.70 1.92 5.31
H9 0.52 -0.76 5.19
F1 -2.21 0.52 0.06
C17 -1.53 1.62 -0.44
F2 -2.15 2.69 0.12
F3 -1.68 1.82 -1.77



Across the entries above, ΔE to the lowest compared entry with this formula, charge and spin takes the values 0.00, 43.96, 104.80, 81.08 kJ/mol, respectively.
Across the entries above, total energy takes the values -28311.3666, -30671.5411, -30214.0444, -145865.8096 eV, respectively.